Computed, not measured: a single C5H5N molecule at a distorted geometry, with wB97M-V/def2-TZVPD.

```
11
Properties=species:S:1:pos:R:3:mulliken_charge:R:1
C -1.46 -0.57 -0.34 -1.022
C -0.21 -0.63 0.47 0.064
C 0.93 0.10 0.22 0.178
C 2.29 -0.32 0.57 -0.454
C 0.67 1.38 -0.34 0.122
N 0.46 2.47 -0.67 -0.429
H -1.73 -1.60 -0.63 0.327
H -2.32 -0.21 0.24 0.313
H -1.33 0.03 -1.24 0.367
H -0.24 -1.21 1.38 0.341
H 2.94 0.56 0.35 0.193
```

For the relative energy (zero: lowest compared OMol25 entry of this formula, charge and spin), the calculation gives 4.907 eV. The total charge is 0. For the LUMO energy (alpha / beta), the calculation gives -0.065 / -0.065 Eh. The value obtained for the HOMO energy (alpha / beta) is -9.1 / -9.1 eV.